i) {"formula": "C2H2NO3S", "method": "wB97M-V/def2-TZVPD", "charge": -1, "gap_ev": 9.78, "symbols": ["C", "C", "N", "O", "O", "O", "S", "H", "H"], "positions_angstrom": [[2.954, 0.284, -0.438], [0.443, 0.485, 0.178], [1.793, 0.267, -0.221], [-1.211, -1.615, 0.906], [-1.260, -1.088, -1.581], [-2.080, 0.501, 0.137], [-1.231, -0.621, -0.196], [0.298, 1.572, 0.004], [0.293, 0.215, 1.211]]}

ii) {"formula": "C2H2NO3S", "method": "wB97M-V/def2-TZVPD", "charge": -1, "gap_ev": [8.01, 7.39], "symbols": ["C", "C", "N", "O", "O", "O", "S", "H", "H"], "positions_angstrom": [[0.645, -1.126, -0.046], [1.116, 0.299, 0.036], [-1.009, 1.622, -0.400], [1.673, -1.808, 0.126], [-0.525, -1.453, -0.242], [-3.210, 0.587, -0.010], [-1.769, 0.533, 0.322], [1.700, 0.663, -0.794], [1.378, 0.683, 1.008]]}

Most stable structure - i); separation to the second - 48.9 kcal/mol.

i) {"formula": "C5H11O3", "method": "wB97M-V/def2-TZVPD", "charge": -1, "gap_ev": 7.91, "symbols": ["O", "C", "O", "C", "C", "C", "C", "H", "H", "H", "H", "H", "H", "H", "H", "H", "H", "H", "O"], "positions_angstrom": [[0.561, -0.216, 2.370], [0.950, -0.546, 1.174], [1.087, -1.653, 0.730], [1.376, 0.710, 0.312], [0.749, 0.503, -1.011], [-0.848, 0.788, -1.030], [-1.615, 0.559, -2.325], [1.136, 1.621, 1.113], [2.453, 0.539, 0.199], [1.254, 1.133, -1.758], [0.901, -0.439, -1.617], [-1.356, 0.127, -0.220], [-1.000, 1.755, -0.605], [-1.156, 1.109, -3.084], [-2.587, 0.888, -2.176], [-1.623, -0.499, -2.550], [-0.288, -2.390, 2.829], [0.149, -1.579, 3.865], [-0.143, -2.408, 3.783]]}

ii) {"formula": "C5H11O3", "method": "wB97M-V/def2-TZVPD", "charge": -1, "gap_ev": 8.35, "symbols": ["C", "C", "O", "O", "H", "H", "H", "C", "C", "C", "O", "H", "H", "H", "H", "H", "H", "H", "H"], "positions_angstrom": [[0.469, 3.114, -0.370], [-0.972, 2.587, -0.563], [-1.067, 1.353, -0.835], [-1.892, 3.408, -0.441], [1.203, 2.426, -0.787], [0.652, 3.181, 0.704], [0.606, 4.138, -0.738], [0.133, -1.422, 0.743], [-1.098, -1.733, -0.135], [1.243, -2.413, 0.365], [0.559, -0.116, 0.654], [-0.116, -1.710, 1.775], [-1.010, -2.540, -0.861], [2.157, -2.264, 0.912], [0.880, -3.426, 0.527], [1.588, -2.239, -0.665], [0.075, 0.454, -0.019], [-1.385, -0.835, -0.667], [-2.023, -1.964, 0.402]]}

Most stable structure - ii); separation to the second - 23.6 kcal/mol.

i) {"formula": "C4H6O2S2", "method": "wB97M-V/def2-TZVPD", "gap_ev": [8.75, 8.75], "symbols": ["C", "C", "C", "C", "O", "O", "S", "S", "H", "H", "H", "H", "H", "H"], "positions_angstrom": [[-0.140, -0.862, 0.634], [0.648, 0.740, -0.660], [-0.634, -0.301, 1.962], [-0.262, 0.867, -1.820], [0.148, -2.155, -1.482], [2.439, 0.766, 1.136], [-0.403, -2.223, -0.169], [2.058, 1.330, -0.219], [-1.294, 0.437, 1.638], [0.207, -0.080, 2.492], [-1.150, -1.047, 2.447], [-0.299, -0.174, -2.249], [0.069, 1.740, -2.318], [-1.387, 0.962, -1.391]]}

ii) {"formula": "C4H6O2S2", "method": "wB97M-V/def2-TZVPD", "gap_ev": 8.93, "smiles": "CCC=C1S(=O)#S1=O", "symbols": ["C", "C", "C", "C", "S", "O", "S", "O", "H", "H", "H", "H", "H", "H"], "positions_angstrom": [[-1.467, 1.420, 0.656], [-0.122, 0.729, 0.870], [0.347, 0.413, -0.503], [0.823, -0.757, -0.973], [0.867, -2.330, 0.029], [-0.454, -2.838, 0.197], [1.735, -2.164, -2.052], [3.126, -1.794, -1.748], [-2.010, 0.721, -0.202], [-1.328, 2.371, 0.177], [-1.865, 1.568, 1.617], [-0.348, -0.133, 1.562], [0.483, 1.456, 1.454], [0.213, 1.337, -1.085]]}

iii) {"formula": "C4H6O2S2", "method": "wB97M-V/def2-TZVPD", "gap_ev": [8.27, 8.27], "symbols": ["C", "C", "C", "C", "O", "O", "S", "S", "H", "H", "H", "H", "H", "H"], "positions_angstrom": [[1.062, -1.222, 0.666], [0.067, -1.963, 0.250], [-0.114, 1.739, -1.442], [0.941, 0.255, 0.834], [-2.546, -1.053, -0.842], [-1.088, 1.998, 0.952], [-1.865, -0.699, 0.384], [-0.529, 1.041, 0.017], [2.113, -1.787, 0.825], [-0.113, -2.945, -0.036], [-0.951, 2.084, -2.080], [0.362, 1.050, -1.977], [0.957, 0.633, 1.938], [1.705, 0.868, 0.512]]}

Most stable structure - ii); separation to the second - 27.0 kcal/mol.

i) {"formula": "C4H6O2S2", "method": "wB97M-V/def2-TZVPD", "gap_ev": 9.10, "smiles": "CC(C(O)=S)C(O)=S", "symbols": ["C", "C", "C", "O", "S", "C", "O", "S", "H", "H", "H", "H", "H", "H"], "positions_angstrom": [[0.246, 1.294, -0.824], [0.063, -0.216, -0.583], [-1.284, -0.550, 0.023], [-1.751, 0.422, 0.790], [-2.063, -1.972, -0.211], [1.184, -0.714, 0.315], [0.926, -0.438, 1.594], [2.550, -1.427, -0.188], [0.200, 1.863, 0.101], [1.222, 1.466, -1.308], [-0.545, 1.667, -1.485], [0.181, -0.756, -1.491], [-2.603, 0.106, 1.149], [1.675, -0.744, 2.118]]}

ii) {"formula": "C4H6O2S2", "method": "wB97M-V/def2-TZVPD", "gap_ev": 8.77, "smiles": "O=C[C@@H](S)COC=S", "symbols": ["O", "C", "C", "S", "C", "O", "C", "S", "H", "H", "H", "H", "H", "H"], "positions_angstrom": [[0.348, 2.191, 0.418], [0.828, 1.431, -0.491], [0.845, -0.074, -0.503], [2.632, -0.337, -0.017], [-0.123, -0.782, 0.512], [-1.396, -0.852, -0.009], [-2.347, 0.006, 0.418], [-3.843, 0.151, -0.302], [1.594, 1.950, -1.076], [0.805, -0.578, -1.512], [2.515, -1.588, -0.649], [0.120, -1.903, 0.451], [0.001, -0.326, 1.493], [-1.979, 0.710, 1.266]]}

Most stable structure - i); separation to the second - 51.2 kcal/mol.